(1)
Entry from OMol25: a 3-piece molecular cluster, C7H11N2O2 overall (ωB97M-V with the def2-TZVPD basis set).

Gap between HOMO and LUMO (eV): 8.61
LUMO level (eV): -3.9

Structure (ORCA input):
```
! wB97M-V def2-TZVPD RIJCOSX def2/J DEFGRID3
* xyz 1 1
C -1.397 1.446 -1.345
C -0.656 0.494 -1.166
C 0.935 -2.887 -1.499
C 0.063 -1.755 -1.620
C 0.236 3.240 1.084
C 0.638 -3.944 -2.219
C 0.231 -0.507 -1.089
N -1.539 2.208 3.556
N 1.470 -0.158 -0.170
O 0.685 2.290 0.614
O -0.164 4.191 1.543
H -2.004 2.338 -1.393
H 1.574 -2.899 -0.656
H -0.884 -1.846 -2.144
H -0.300 -4.107 -2.805
H 1.326 -4.781 -2.196
H -1.449 2.220 4.627
H -2.397 1.711 3.442
H -1.618 3.208 3.336
H 1.143 -0.528 0.738
H 1.809 0.820 -0.164
H 2.298 -0.756 -0.473
*
```

(2)
Entry from OMol25: a 2-piece molecular cluster, C7H11N3 overall (ωB97M-V with the def2-TZVPD basis set).

Gap between HOMO and LUMO (spin up / spin down) (eV): 6.78 / 8.17
LUMO level (spin up / spin down) (eV): -0.9 / -0.3

Structure (ORCA input):
```
! wB97M-V def2-TZVPD RIJCOSX def2/J DEFGRID3
* xyz 0 1
C 3.498 -1.324 0.050
C 3.634 0.006 0.077
C -1.154 -2.346 0.247
C 0.467 -0.083 -0.925
C -1.013 1.541 0.226
C -1.410 -0.897 0.398
C -0.637 0.124 -0.134
N 3.294 -2.471 0.006
N 4.140 1.152 -0.515
N 3.661 1.146 0.869
H -0.101 -2.557 0.082
H -1.492 -2.882 1.132
H -1.716 -2.744 -0.604
H 0.792 -1.062 -1.227
H 1.008 0.752 -1.335
H 3.533 1.600 -1.207
H -0.801 1.725 1.280
H -2.074 1.715 0.064
H -0.451 2.259 -0.367
H -2.287 -0.616 0.964
H 2.752 1.592 1.037
*
```

(3)
Entry from OMol25: an isolated ion of composition C7H11N3 and charge +2 (ωB97M-V with the def2-TZVPD basis set).

Gap between HOMO and LUMO (spin up / spin down) (eV): 7.74 / 7.61
LUMO level (spin up / spin down) (eV): -9.4 / -9.4

Structure (ORCA input):
```
! wB97M-V def2-TZVPD RIJCOSX def2/J DEFGRID3
* xyz 2 1
C 0.626 1.278 1.197
C 2.700 -0.812 -0.492
C 1.745 0.884 0.798
C 0.409 -1.349 -0.241
C -0.484 1.728 0.275
C -0.879 0.678 -0.799
C -1.637 -1.153 0.710
N -0.598 -0.677 -0.202
N 2.806 0.404 0.298
N 1.573 -1.429 -0.769
H 0.265 1.412 2.187
H 3.671 -1.302 -0.690
H -1.295 2.043 0.966
H -0.157 2.625 -0.341
H -2.004 0.660 -0.995
H -0.440 0.862 -1.707
H -2.519 -1.579 0.113
H -1.172 -1.968 1.286
H -2.070 -0.322 1.286
H 3.613 1.043 0.265
H 1.817 -2.386 -1.353
*
```

(4)
Entry from OMol25: one molecule with the formula C7H11N3O (ωB97M-V with the def2-TZVPD basis set).

Structure (SMILES): CC(C)(C)/N=C/C=N\N=C=O
Gap between HOMO and LUMO (eV): 8.84
LUMO level (eV): -0.1

Structure (ORCA input):
```
! wB97M-V def2-TZVPD RIJCOSX def2/J DEFGRID3
* xyz 0 1
C -0.251 1.075 -1.277
C 0.211 0.230 -0.027
C 1.445 0.890 0.547
C 0.508 -1.164 -0.598
N -0.885 0.259 0.879
C -1.616 -0.704 1.198
C -2.687 -0.557 2.229
N -3.204 0.500 2.735
N -2.802 1.694 2.347
C -3.071 2.845 2.458
O -3.249 3.978 2.354
H 0.384 1.052 -2.143
H -1.212 0.868 -1.725
H -0.169 2.034 -0.953
H 2.198 1.015 -0.100
H 1.883 0.462 1.426
H 1.157 1.822 1.076
H -0.341 -1.648 -1.266
H 1.397 -1.164 -1.355
H 0.602 -1.883 0.321
H -1.604 -1.781 1.016
H -3.039 -1.584 2.456
*
```

(5)
Entry from OMol25: one molecule with the formula C7H11N3O2 (ωB97M-V with the def2-TZVPD basis set).

Gap between HOMO and LUMO (spin up / spin down) (eV): 6.58 / 7.10
LUMO level (spin up / spin down) (eV): 0.4 / -2.7

Structure (ORCA input):
```
! wB97M-V def2-TZVPD RIJCOSX def2/J DEFGRID3
* xyz 0 3
C -1.218 -1.535 0.390
C -0.405 -1.481 -0.757
C -1.135 -0.479 1.216
C 0.450 -0.515 -1.058
C 1.297 -0.435 -2.287
C 0.742 0.494 0.031
C -0.417 0.809 0.885
N 1.898 0.216 0.854
N -0.293 1.584 2.142
N -1.410 1.618 0.102
O 2.466 -0.370 -2.259
O 0.592 -0.342 -3.418
H -1.896 -2.393 0.723
H -0.533 -2.473 -1.341
H -1.846 -0.513 2.125
H 1.030 1.415 -0.542
H 1.549 -0.628 1.317
H 2.627 -0.101 0.290
H 0.204 0.904 2.856
H 0.548 2.150 2.157
H -2.173 1.652 0.716
H -0.425 -0.599 -3.426
H -1.652 1.021 -0.718
*
```

(6)
Entry from OMol25: one molecule with the formula C7H11N3S (ωB97M-V with the def2-TZVPD basis set).

Structure (SMILES): CC(C)c1nncn(C)c1=S
Gap between HOMO and LUMO (eV): 8.49
LUMO level (eV): -0.4

Structure (ORCA input):
```
! wB97M-V def2-TZVPD RIJCOSX def2/J DEFGRID3
* xyz 0 1
C 1.431 0.230 2.064
C 0.948 -1.000 1.231
C 0.482 -2.189 2.099
C -0.081 -0.500 0.227
N -1.265 -0.967 0.316
N -2.253 -0.644 -0.610
C -1.966 0.317 -1.420
N -0.834 0.979 -1.632
C -0.778 1.842 -2.777
C 0.317 0.609 -0.900
S 1.852 0.886 -1.446
H 0.653 0.760 2.569
H 1.847 0.930 1.354
H 2.168 -0.018 2.817
H 1.794 -1.201 0.429
H -0.318 -1.727 2.672
H 1.282 -2.527 2.626
H -0.051 -2.876 1.469
H -2.860 0.686 -1.904
H -1.555 2.733 -2.716
H 0.283 2.196 -2.797
H -1.098 1.480 -3.671
*
```

(7)
Entry from OMol25: one molecule with the formula C7H11N3S (ωB97M-V with the def2-TZVPD basis set).

Structure (SMILES): Nc1nc2c(s1)C[C@@H](N)CC2
Gap between HOMO and LUMO (eV): 8.36
LUMO level (eV): 0.6

Structure (ORCA input):
```
! wB97M-V def2-TZVPD RIJCOSX def2/J DEFGRID3
* xyz 0 1
N 1.470 -3.848 1.346
C 1.066 -2.554 1.064
N 0.844 -2.219 -0.162
C 0.219 -1.004 -0.188
C 0.227 -0.254 0.970
S 0.623 -1.298 2.275
C -0.133 1.226 0.959
C -0.978 1.599 -0.207
N -0.757 3.189 -0.195
C -0.327 1.024 -1.489
C -0.146 -0.476 -1.487
H 1.262 -3.862 2.329
H 0.775 -4.460 0.623
H 0.910 1.657 0.889
H -0.436 1.629 2.106
H -2.107 1.306 -0.221
H -1.400 3.717 0.550
H -0.942 3.572 -1.223
H 0.721 1.451 -1.642
H -1.005 1.401 -2.338
H 1.000 -0.662 -1.954
H -0.887 -1.135 -2.005
*
```

(8)
Entry from OMol25: an isolated ion of composition C7H11N4 and charge +1 (ωB97M-V with the def2-TZVPD basis set).

Structure (SMILES): C1=NC2=NCC[NH2+][C@H]2N=CC1
Gap between HOMO and LUMO (eV): 9.81
LUMO level (eV): -3.2

Structure (ORCA input):
```
! wB97M-V def2-TZVPD RIJCOSX def2/J DEFGRID3
* xyz 1 1
C -0.444 -2.462 0.610
N 0.445 -1.978 -0.104
C 0.555 -0.708 -0.458
N 0.872 -0.279 -1.610
C 1.326 1.074 -1.842
C 0.721 1.998 -0.670
N 1.112 1.492 0.697
C 0.320 0.223 0.782
N -1.055 0.550 0.565
C -1.927 -0.347 0.532
C -1.810 -1.840 0.767
H -0.432 -3.432 1.039
H 0.997 1.423 -2.831
H 2.401 1.060 -1.786
H 1.098 2.932 -0.821
H -0.327 1.771 -0.713
H 2.130 1.211 0.697
H 0.824 2.189 1.328
H 0.744 -0.290 1.615
H -3.017 -0.023 0.477
H -2.307 -2.513 -0.041
H -2.225 -2.049 1.767
*
```

(9)
Entry from OMol25: an isolated ion of composition C7H11N4O and charge +1 (ωB97M-V with the def2-TZVPD basis set).

Structure (SMILES): C[C@@]1(c2ccn[nH]2)NC(=O)C[NH2+]1
Gap between HOMO and LUMO (eV): 10.08
LUMO level (eV): -3.5

Structure (ORCA input):
```
! wB97M-V def2-TZVPD RIJCOSX def2/J DEFGRID3
* xyz 1 1
C -0.002 1.434 1.241
C -0.080 0.225 0.384
C 1.280 -0.353 0.102
C 1.486 -1.658 -0.325
C 2.919 -1.799 -0.347
N 3.508 -0.776 0.174
N 2.569 0.067 0.493
N -0.876 -0.995 0.905
C -2.087 -1.197 0.310
O -2.798 -2.096 0.584
C -2.314 -0.248 -0.838
N -0.976 0.425 -0.914
H -0.842 1.605 1.828
H 0.297 2.207 0.587
H 0.696 1.269 2.007
H 0.668 -2.232 -0.680
H 3.534 -2.703 -0.443
H 2.751 0.915 0.896
H -0.459 -1.685 1.522
H -2.650 -0.867 -1.671
H -3.220 0.288 -0.531
H -0.417 -0.104 -1.558
H -1.111 1.463 -1.090
*
```

(10)
Entry from OMol25: an isolated ion of composition C7H11N5 and charge +2 (ωB97M-V with the def2-TZVPD basis set).

Structure (SMILES): Cn1c[nH+]c2c1N=CNC(=[NH2+])C2
Gap between HOMO and LUMO (spin up / spin down) (eV): 8.02 / 8.02
LUMO level (spin up / spin down) (eV): -8.2 / -8.2

Structure (ORCA input):
```
! wB97M-V def2-TZVPD RIJCOSX def2/J DEFGRID3
* xyz 2 1
C -3.396 0.909 0.151
N -2.297 0.060 -0.113
C -2.243 -1.270 -0.353
N -0.993 -1.762 -0.440
C -0.117 -0.767 -0.146
C -1.083 0.492 -0.051
N -0.497 1.634 0.092
C 0.709 1.947 0.125
N 1.900 1.204 0.005
C 2.391 -0.020 0.043
N 3.679 -0.274 -0.113
C 1.597 -1.313 0.232
H -3.644 0.795 1.300
H -3.271 2.011 -0.100
H -4.102 0.470 -0.530
H -3.026 -2.007 -0.237
H -0.831 -2.757 -0.742
H 0.833 2.930 0.416
H 2.617 2.008 -0.126
H 4.023 -1.206 0.013
H 4.342 0.511 -0.167
H 1.803 -2.065 -0.546
H 1.604 -1.530 1.285
*
```

Relative energy (zero: lowest compared OMol25 entry of this formula, charge and spin) (kcal per mole)
50.23 123.69 145.40 91.58 12.65 40.19 40.29 90.16 53.44 56.46
DFT total energy (eV)
-14502.971 -11901.324 -11884.139 -13951.599 -15997.905 -22740.409 -22740.404 -13388.234 -15436.883 -14868.363